{
  "formula": "C22H27FN2O3S2",
  "method": "the ωB97M-V functional and the def2-TZVPD basis",
  "energy_ev": -56742.8636,
  "lumo_energy_ev": -0.497,
  "orbital_gap_ev": 8.1,
  "largest_force_ev_per_a": 19.61,
  "total_charge": 0,
  "homo_ev": -8.64,
  "elements": ["S", "H", "C", "H", "H", "C", "H", "H", "C", "C", "H", "C", "N", "H", "H", "H", "C", "H", "O", "H", "O", "C", "C", "H", "H", "H", "H", "C", "H", "H", "H", "C", "C", "H", "C", "C", "H", "C", "H", "C", "C", "H", "S", "C", "H", "N", "H", "H", "C", "C", "H", "C", "O", "H", "C", "F", "C"],
  "positions_angstrom": [[-3.9184, -0.9963, -0.9086], [3.4611, -0.5208, 1.9469], [5.0835, -1.6443, 1.3251], [-2.0544, 2.1564, 0.2025], [0.5091, 2.2254, -0.3656], [-3.4184, -2.6847, 0.0075], [-5.7047, 1.0022, -0.3135], [-2.0721, -3.4757, -1.6387], [1.6173, 2.3342, -0.3980], [-0.1629, -2.0759, 0.8366], [-1.7297, -3.8633, -0.0691], [3.5735, -2.3943, -0.7869], [-0.7885, -2.0634, -0.3651], [6.5595, -2.9565, 0.6000], [5.3318, 2.7773, -0.2104], [-3.1548, 3.1018, -1.4383], [-4.3577, 0.6817, 1.1767], [-6.1679, 1.8457, 1.2519], [2.3040, -0.6509, -2.5382], [2.9572, -2.9279, -1.8237], [0.1321, -0.0660, -1.7200], [4.2648, 2.7120, -0.3327], [-4.6217, 2.5151, -0.2936], [-4.1647, -3.2968, -0.4102], [-5.3965, 3.3230, -0.6409], [-3.9914, 1.6550, -1.8131], [-4.2560, 3.3549, 0.4823], [-3.1777, 0.1503, 0.4035], [1.3026, -0.9231, 2.0512], [4.2934, 0.7524, -1.2577], [-2.4024, -0.3324, 0.9991], [3.5331, 1.5651, -0.7523], [-1.9919, -3.2763, -0.7173], [5.5270, -1.1968, 2.2297], [-5.3248, 1.6189, 0.5445], [5.5556, -2.7502, 0.4103], [1.4803, 4.2449, 0.6718], [0.6844, -1.0047, 0.9821], [0.2573, -0.0547, 0.6923], [-3.6478, 2.2719, -1.2010], [2.1807, 1.4624, -0.9436], [-0.6985, -1.4911, -1.0763], [1.4465, -0.0470, -1.2664], [4.7833, -3.1392, -0.6295], [-1.8264, 1.0137, -0.8061], [1.7429, -1.1958, -0.1382], [-4.9273, -0.1836, 1.8916], [-3.8793, 1.1428, 2.1577], [3.0162, -1.5425, -0.0006], [3.5357, 3.4662, 0.2999], [5.2198, -3.7840, -1.0502], [2.1055, 3.4172, 0.2313], [-0.4965, -2.7675, 1.8881], [-3.4199, -2.5808, 1.2013], [3.7429, -1.2165, 0.9864], [4.1425, 4.7622, 0.7253], [-2.5911, 1.5503, -0.2900]],
  "mulliken_charge": [-0.118, -0.036, -0.964, 1.234, 0.139, -0.644, 0.211, 0.695, 0.769, 0.099, 0.661, 0.956, -0.049, 0.426, 0.412, 0.429, -0.552, 0.359, -0.882, 0.054, -0.761, -0.918, -0.130, 0.552, 0.301, 0.702, 0.244, -0.129, 0.485, 0.239, 0.390, 0.210, -1.378, 0.369, -0.727, -0.389, 0.396, 0.176, 0.114, -1.671, -0.397, 0.464, 1.235, -1.633, 0.133, 0.326, 0.203, 0.320, -0.991, 0.585, 0.801, -1.056, -0.736, 0.290, 0.868, -0.348, -1.339]
}